Entry 1:
{"formula": "C21H27N3O2", "method": "wB97M-V/def2-TZVPD", "homo_energy_ev": -7.72, "e_lumo_ev": 0.41, "fmax_ev_per_a": 0.8, "multiplicity": 1, "de_lowest_kcal_mol": 68.0, "homo_lumo_gap_ev": 8.13, "symbols": ["C", "O", "C", "C", "N", "C", "C", "H", "H", "H", "C", "H", "H", "H", "H", "C", "C", "C", "N", "N", "C", "H", "H", "C", "C", "C", "C", "C", "C", "C", "C", "C", "C", "H", "H", "H", "O", "C", "H", "H", "H", "H", "H", "H", "H", "H", "H", "H", "H", "H", "H", "H", "H"], "positions_angstrom": [[3.0733, -0.3962, 3.7565], [3.0180, 0.7166, 2.9055], [2.5798, 0.3861, 1.6053], [2.5717, 1.6676, 0.7685], [1.7519, 1.5438, -0.4197], [0.9611, 2.7219, -0.7527], [-0.1482, 2.9231, 0.2808], [-0.6486, 1.9770, 0.4682], [0.2434, 3.3019, 1.2207], [-0.8762, 3.6380, -0.0951], [1.7801, 4.0068, -0.9399], [2.5535, 3.8594, -1.6908], [1.1312, 4.8147, -1.2689], [2.2541, 4.3043, -0.0081], [0.4728, 2.4936, -1.7079], [2.4725, 0.9640, -1.5386], [2.6599, -0.5110, -1.3804], [1.7495, -1.4748, -0.9588], [2.4367, -2.6457, -0.9457], [3.6968, -2.5110, -1.3428], [3.8491, -1.2257, -1.5970], [4.7963, -0.8475, -1.9274], [2.0757, -3.5590, -0.7200], [0.3644, -1.3856, -0.5306], [-0.5086, -0.5017, -1.1183], [-1.8429, -0.3983, -0.6864], [-2.7520, 0.5078, -1.2668], [-4.0448, 0.5987, -0.8320], [-4.4998, -0.2243, 0.2179], [-3.6305, -1.1190, 0.8045], [-2.3002, -1.2266, 0.3732], [-1.3882, -2.1336, 0.9582], [-0.0995, -2.2126, 0.5204], [0.5899, -2.8960, 0.9967], [-1.7313, -2.7627, 1.7670], [-3.9899, -1.7429, 1.6083], [-5.7697, -0.2040, 0.7119], [-6.7045, 0.6852, 0.1520], [-6.3944, 1.7282, 0.2743], [-7.6302, 0.5211, 0.7015], [-6.8751, 0.4771, -0.9094], [-4.7127, 1.3052, -1.2996], [-2.4092, 1.1433, -2.0706], [-0.1768, 0.1208, -1.9326], [3.4704, 1.4203, -1.6704], [1.9057, 1.1549, -2.4565], [2.1645, 2.4434, 1.4158], [3.6109, 1.9417, 0.5275], [1.5605, -0.0276, 1.6394], [3.2460, -0.3723, 1.1709], [3.4223, -0.0363, 4.7224], [2.0836, -0.8571, 3.8727], [3.7693, -1.1551, 3.3758]], "lowdin_charge": [-0.1206, -0.1869, -0.2025, -0.1450, -0.1469, -0.4282, -0.0453, 0.0684, 0.0735, 0.0792, -0.0481, 0.0734, 0.0771, 0.0745, 0.1251, -0.1486, -0.1620, -0.1770, 0.0278, 0.0317, -0.1184, 0.1065, 0.1555, -0.1602, 0.0309, -0.1669, -0.0227, -0.0101, -0.2642, 0.0474, -0.1593, -0.0204, -0.0307, 0.1098, 0.1133, 0.1260, -0.0830, -0.0920, 0.0950, 0.0931, 0.0952, 0.1027, 0.1165, 0.1181, 0.1239, 0.1229, 0.1144, 0.1318, 0.1241, 0.1197, 0.0864, 0.0869, 0.0883]}

***

Entry 2:
{"formula": "C4H2F2O", "method": "wB97M-V/def2-TZVPD", "homo_energy_ev": -9.44, "e_lumo_ev": -1.37, "fmax_ev_per_a": 3.7, "multiplicity": 1, "de_lowest_kcal_mol": 119.5, "homo_lumo_gap_ev": 8.07, "symbols": ["C", "C", "C", "C", "O", "F", "F", "H", "H"], "positions_angstrom": [[0.4364, 0.8468, 0.5664], [-0.7047, 0.1373, 0.4187], [1.5957, 0.5529, -0.2713], [-0.8557, -1.8648, -0.8131], [-0.9846, -0.5594, -0.7258], [2.6488, 1.2648, 0.2256], [-1.4870, -2.1116, -1.9948], [0.7191, 1.5279, 1.3943], [-1.3680, 0.2060, 1.1999]], "lowdin_charge": [-0.0880, -0.0873, 0.0159, 0.0030, -0.0301, -0.0416, 0.0041, 0.1182, 0.1057]}

***

Entry 3:
{"formula": "C3H5NO", "method": "wB97M-V/def2-TZVPD", "homo_energy_ev": -10.21, "e_lumo_ev": 0.79, "fmax_ev_per_a": 2.6, "multiplicity": 1, "de_lowest_kcal_mol": 54.1, "homo_lumo_gap_ev": 11.00, "symbols": ["C", "O", "C", "C", "N", "H", "H", "H", "H", "H"], "positions_angstrom": [[-1.2349, 0.5510, 0.2878], [-0.4138, 0.1512, -0.8494], [0.6817, -0.9241, -0.6976], [1.5152, 0.0780, -0.1128], [2.0697, 0.9568, 0.3831], [-1.2128, 1.6384, 0.5158], [-0.9720, 0.0424, 1.2217], [-2.2659, 0.3108, 0.0118], [1.1191, -1.3419, -1.6465], [0.5005, -1.8107, -0.0498]], "lowdin_charge": [-0.0893, -0.2211, -0.0962, -0.2794, 0.1612, 0.0938, 0.0854, 0.0794, 0.1372, 0.1290]}

***

Entry 4:
{"formula": "C34H59Cl40IN5O3S", "method": "wB97M-V/def2-TZVPD", "homo_energy_ev": -10.15, "e_lumo_ev": -3.74, "charge": 1, "fmax_ev_per_a": 5.7, "multiplicity": 1, "homo_lumo_gap_ev": 6.41, "symbols": ["C", "C", "C", "C", "I", "C", "C", "N", "N", "C", "C", "C", "O", "C", "N", "C", "C", "O", "Cl", "N", "C", "Cl", "C", "O", "N", "C", "S", "H", "H", "H", "H", "H", "H", "H", "H", "H", "H", "H", "H", "H", "H", "H", "H", "H", "H", "H", "H", "H", "C", "Cl", "Cl", "H", "H", "C", "Cl", "Cl", "H", "H", "C", "Cl", "Cl", "H", "H", "C", "Cl", "Cl", "H", "H", "C", "Cl", "Cl", "H", "H", "C", "Cl", "Cl", "H", "H", "C", "Cl", "Cl", "H", "H", "C", "Cl", "Cl", "H", "H", "C", "Cl", "Cl", "H", "H", "C", "Cl", "Cl", "H", "H", "C", "Cl", "Cl", "H", "H", "C", "Cl", "Cl", "H", "H", "C", "Cl", "Cl", "H", "H", "C", "Cl", "Cl", "H", "H", "C", "Cl", "Cl", "H", "H", "C", "Cl", "Cl", "H", "H", "C", "Cl", "Cl", "H", "H", "C", "Cl", "Cl", "H", "H", "C", "Cl", "Cl", "H", "H"], "positions_angstrom": [[2.1015, -0.9995, 4.5316], [2.2369, 0.0241, 3.5111], [1.9887, -0.2060, 1.9099], [2.1515, 1.3121, 1.2798], [4.0905, 2.2432, 1.5887], [1.5751, 1.4355, -0.2127], [1.4034, 3.0033, -0.6311], [0.5198, -0.4750, 1.7811], [-0.2669, 0.1207, 2.7463], [-1.0864, -0.8072, 3.5717], [-1.1862, 1.1679, 2.2527], [-2.3051, 1.0342, 1.1318], [-1.0952, 2.2960, 2.8186], [0.1596, -1.8057, 1.3935], [-0.9362, -2.1899, 0.7369], [-1.2620, -3.5800, 0.3237], [-2.3406, -4.2658, 1.3309], [-1.9969, -4.8111, 2.3847], [-4.1260, -4.2025, 0.8435], [1.1380, -2.9032, 1.6828], [2.2273, -2.6250, 0.7046], [1.7125, -2.5425, -1.0396], [2.9742, -1.2744, 1.2485], [3.7294, -0.7954, 0.1121], [4.0090, -1.8487, 2.2085], [5.1100, -1.1890, 2.1954], [6.6039, -0.5680, 1.7840], [1.1988, -1.0037, 5.2305], [2.9462, -1.7610, 4.6498], [2.4852, 1.0802, 3.9073], [1.4348, 1.9470, 1.9301], [2.3027, 1.0015, -0.9892], [0.5476, 0.9674, -0.3650], [2.3858, 3.4732, -0.9574], [0.6364, 2.9975, -1.4875], [0.8913, 3.5844, 0.2238], [-0.5150, -1.6610, 4.0740], [-2.0148, -1.2196, 3.0138], [-1.5310, -0.1762, 4.4324], [-2.9310, 1.9675, 0.9645], [-1.7869, 0.7458, 0.1368], [-2.9532, 0.1154, 1.3996], [-1.6377, -1.4689, 0.4772], [-1.8305, -3.4847, -0.6784], [-0.3662, -4.2527, 0.1070], [1.4941, -2.8313, 2.6504], [2.9777, -3.4985, 0.7883], [4.2011, -1.5237, -0.3449], [0.6149, 4.6055, -4.7751], [-0.2596, 3.1389, -4.3143], [0.2834, 5.9253, -3.6466], [1.6838, 4.3959, -4.7738], [0.2995, 4.9052, -5.7733], [-3.0254, 6.6854, -2.5926], [-3.8908, 5.2077, -2.1522], [-3.3775, 7.9970, -1.4612], [-1.9563, 6.4832, -2.5801], [-3.3317, 6.9887, -3.5924], [-0.6913, -6.9555, -2.1901], [-0.0783, -5.8940, -0.9150], [-2.3126, -6.4653, -2.6936], [-0.0217, -6.9009, -3.0471], [-0.7292, -7.9771, -1.8155], [-6.8196, -2.9844, -1.3826], [-8.4041, -3.7655, -1.3846], [-6.9597, -1.2536, -1.0522], [-6.2007, -3.4406, -0.6122], [-6.3564, -3.1226, -2.3591], [7.9504, -4.3188, 1.0322], [6.2990, -4.0526, 0.4594], [8.9410, -5.0928, -0.2099], [8.3936, -3.3583, 1.2909], [7.9203, -4.9603, 1.9114], [5.7325, 5.3402, 3.8611], [4.0670, 5.5718, 3.3157], [6.7165, 4.5603, 2.6142], [6.1651, 6.3106, 4.0949], [5.7293, 4.7134, 4.7517], [-3.4675, -5.4630, -5.8546], [-1.9748, -5.2492, -6.7749], [-4.4926, -4.0264, -5.9582], [-4.0124, -6.3169, -6.2543], [-3.2135, -5.6407, -4.8119], [6.5518, -5.5887, -3.2972], [4.9595, -6.3570, -3.3294], [6.4196, -3.8577, -2.9677], [7.1524, -6.0520, -2.5157], [7.0319, -5.7289, -4.2642], [5.6830, -0.3110, 5.4774], [4.7516, 1.1113, 4.9969], [5.2107, -0.8665, 7.0877], [5.5012, -1.1112, 4.7611], [6.7415, -0.0561, 5.4845], [-2.0872, -3.5483, 6.2467], [-0.6048, -3.3087, 5.3107], [-3.1556, -2.1461, 6.1223], [-2.6077, -4.4250, 5.8645], [-1.8237, -3.7013, 7.2920], [-9.5437, -3.8162, 2.4331], [-11.2857, -4.1098, 2.4710], [-9.1549, -2.1998, 3.0345], [-9.0464, -4.5557, 3.0588], [-9.1920, -3.9053, 1.4056], [-9.3525, -4.5161, -5.0895], [-8.8894, -2.8630, -5.5114], [-8.0460, -5.3438, -4.2340], [-10.2317, -4.4832, -4.4479], [-9.5815, -5.0646, -6.0015], [-6.6678, -0.4901, -7.1547], [-6.0673, -0.7528, -8.7953], [-5.3529, -0.0645, -6.0510], [-7.3944, 0.3209, -7.1693], [-7.1395, -1.4045, -6.7999], [-1.4122, -1.8343, -5.7611], [-0.9388, -0.1801, -6.1648], [-0.1207, -2.6748, -4.8908], [-2.3010, -1.8044, -5.1328], [-1.6289, -2.3753, -6.6805], [-7.3029, 1.4786, -3.6807], [-8.9594, 2.0901, -3.7564], [-6.1729, 2.7484, -3.1941], [-7.2581, 0.6685, -2.9555], [-7.0168, 1.1093, -4.6645], [1.8345, 0.9041, 8.4516], [2.2477, 0.4654, 6.7882], [0.7639, -0.2986, 9.1819], [2.7497, 0.9665, 9.0389], [1.3318, 1.8700, 8.4485], [4.6324, 5.7450, -3.8541], [3.9631, 4.8234, -5.2088], [4.4675, 4.8731, -2.3251], [5.6892, 5.9249, -4.0440], [4.1046, 6.6943, -3.7761], [6.8215, 8.7138, 2.7240], [7.2675, 10.3608, 2.2671], [8.1325, 7.9154, 3.6031], [5.9388, 8.7509, 3.3611], [6.6021, 8.1437, 1.8223], [3.9632, 11.7299, 1.0401], [3.2747, 10.7912, -0.2903], [3.8045, 10.8722, 2.5770], [5.0194, 11.9042, 0.8405], [3.4386, 12.6813, 1.1105]], "lowdin_charge": [-0.1574, -0.1355, -0.2587, -0.6074, 0.9601, -0.2664, -0.1228, 0.0023, -0.0863, -0.1073, -0.3509, 0.0062, 0.0770, -0.1984, 0.1367, -0.1880, -0.6366, 0.0231, 0.6252, 0.0823, -0.5376, 0.7059, -0.3877, -0.1145, 0.0973, -0.6605, 0.6882, 0.0065, 0.0773, 0.0509, 0.0834, 0.1122, 0.0881, 0.0193, 0.0454, 0.0905, -0.0480, 0.0955, 0.1211, 0.1115, 0.0838, 0.0843, 0.1502, 0.1337, -0.0439, 0.1193, 0.1359, 0.1023, -1.0173, 0.5067, 0.5471, -0.0756, 0.0356, -1.0447, 0.4779, 0.5077, -0.0584, 0.0325, -0.9307, 0.6389, 0.5757, 0.0417, 0.0401, -1.0097, 0.5186, 0.5418, -0.0478, 0.0229, -1.0009, 0.4846, 0.5302, 0.0161, 0.0330, -1.0210, 0.4777, 0.4673, -0.0411, 0.0284, -1.0190, 0.5307, 0.5070, 0.0352, -0.0731, -1.0260, 0.4921, 0.4733, 0.0001, 0.0312, -0.9899, 0.5089, 0.5226, -0.0091, 0.0347, -0.9482, 0.5999, 0.5459, 0.0355, 0.0370, -1.0413, 0.5077, 0.4932, 0.0264, -0.0256, -0.9970, 0.5367, 0.4804, 0.0316, 0.0320, -1.0231, 0.5268, 0.5317, 0.0362, -0.0467, -1.0613, 0.5073, 0.4754, 0.0065, -0.0052, -1.0592, 0.5117, 0.4891, -0.0375, -0.0613, -0.9731, 0.5704, 0.5094, 0.0310, 0.0323, -0.9899, 0.5613, 0.5212, 0.0298, 0.0315, -1.0343, 0.5215, 0.5325, 0.0098, 0.0355, -1.0286, 0.4978, 0.4995, 0.0051, 0.0293]}

***

Entry 5:
{"formula": "C3H3N3S", "method": "wB97M-V/def2-TZVPD", "homo_energy_ev": -9.47, "e_lumo_ev": -0.37, "fmax_ev_per_a": 1.8, "multiplicity": 1, "de_lowest_kcal_mol": 32.3, "homo_lumo_gap_ev": 9.10, "symbols": ["C", "C", "C", "H", "H", "H", "N", "N", "N", "S"], "positions_angstrom": [[-0.5083, 0.2593, 0.8223], [-0.4125, -0.5266, -1.2679], [0.9639, -0.3326, -1.2003], [-0.5037, 1.1025, 2.9622], [-0.7897, -0.8922, -2.1844], [1.6374, -0.5462, -2.0211], [-1.1881, -0.2637, -0.2157], [1.5491, 0.0856, -0.0761], [0.7950, 0.4011, 0.9941], [-1.5431, 0.7128, 2.1868]], "lowdin_charge": [-0.7629, -0.1022, -0.1235, -0.1194, 0.0972, 0.1020, 0.0719, 0.0343, 0.0114, 0.7911]}

***

Entry 6:
{"formula": "C3H4Cl2FNO2", "method": "wB97M-V/def2-TZVPD", "homo_energy_ev": [-9.88, -8.10], "e_lumo_ev": [-0.01, -2.29], "fmax_ev_per_a": 5.4, "multiplicity": 1, "de_lowest_kcal_mol": 73.9, "homo_lumo_gap_ev": [9.86, 5.81], "symbols": ["C", "C", "C", "N", "O", "O", "F", "Cl", "Cl", "H", "H", "H", "H"], "positions_angstrom": [[2.0153, 0.1860, 0.2448], [0.8481, -0.7496, 0.1236], [-2.4102, 0.8683, 0.5499], [-0.0854, -0.7487, -0.8006], [-0.9466, -1.6570, -0.7029], [-0.1391, 0.1125, -1.7709], [-1.3370, 1.1588, 1.2930], [-2.7227, 1.8750, -0.8762], [-2.8942, -0.7078, 0.6227], [1.7726, 1.1726, 0.0134], [2.4409, 0.1087, 1.2478], [2.7090, 0.0458, -0.6195], [0.7495, -1.6648, 0.6752]], "lowdin_charge": [-0.0210, -0.0267, -1.1815, -0.3995, -0.0793, -0.0301, -0.0594, 0.6085, 0.7941, 0.0571, 0.0886, 0.1139, 0.1353]}